# 1
A 6-piece molecular cluster, C2H14O6 overall in a non-equilibrium geometry, computed with ωB97M-V/def2-TZVPD.

For the largest force on an atom, the calculation gives 0.066 Eh/bohr. Its total energy is -14576.660 eV. The multiplicity is 2. The LUMO energy (alpha / beta) comes out at -4.2 / -8.2 eV. The highest occupied orbital energy (alpha / beta) comes out at -14.22 / -14.22 eV. The total charge is +1. Its expectation value of S² is 0.7564.

```
22
C2H14O6 ωB97M-V/def2-TZVPD
C -1.944 -0.027 -1.316
C -0.652 -0.441 -1.367
O 0.087 -0.246 -2.437
H -2.657 -0.306 -0.539
H -2.550 0.450 -2.079
H -0.005 -0.831 -0.574
H 0.867 -0.813 -2.308
H 1.812 -1.944 0.664
H 2.239 -0.593 -0.073
O 1.720 -1.451 -0.151
H 2.748 1.723 0.165
H 3.826 0.902 -0.440
O 3.139 0.817 0.205
H 0.610 2.621 -0.356
H 1.541 3.734 0.286
O 1.315 2.814 0.254
H -1.615 1.971 2.990
H -2.790 1.021 3.462
O -2.459 1.615 2.759
H -2.103 -3.458 -0.393
H -1.122 -3.976 0.695
O -2.007 -3.583 0.554
```

***

# 2
A 5-piece molecular cluster, C2H15N2O4 overall in a non-equilibrium geometry, computed with ωB97M-V/def2-TZVPD.

For the largest force on an atom, the calculation gives 0.159 Eh/bohr. Its total energy is -13482.482 eV. The multiplicity is 2. The LUMO energy (alpha / beta) comes out at 0.4 / 0.3 eV. The highest occupied orbital energy (alpha / beta) comes out at -2.58 / -8.40 eV. The total charge is 0. Its expectation value of S² is 0.7504.

```
23
C2H15N2O4 ωB97M-V/def2-TZVPD
C 0.508 1.616 0.174
C -0.767 1.444 0.404
N -1.381 1.668 1.579
N 1.157 1.137 -1.095
H 1.216 2.044 0.844
H -1.450 1.040 -0.351
H -2.289 1.518 1.539
H -0.988 1.997 2.492
H 0.449 0.733 -1.861
H 1.713 0.274 -0.862
H 1.776 1.791 -1.570
H 2.076 0.964 3.234
H 0.911 0.694 3.819
O 1.188 1.384 3.245
H -3.377 -1.701 -1.263
H -3.227 -2.815 -2.415
O -2.820 -2.189 -1.856
H 3.233 -3.024 0.597
H 2.303 -3.693 1.453
O 2.470 -3.406 0.524
H -0.744 -0.348 -3.587
H -1.165 -0.967 -2.414
O -0.790 -0.163 -2.631
```

***

# 3
One molecule with the formula C2H15N3Si3 in a non-equilibrium geometry, computed with ωB97M-V/def2-TZVPD.

For the largest force on an atom, the calculation gives 0.084 Eh/bohr. Its structure (SMILES) is CN(C)N[SiH2]N([SiH3])[SiH3]. Its total energy is -30418.415 eV. The multiplicity is 1. The LUMO energy comes out at 0.8 eV. The highest occupied orbital energy comes out at -8.69 eV. The total charge is 0.

```
23
C2H15N3Si3 ωB97M-V/def2-TZVPD
C 0.262 -2.977 -0.073
N -0.790 -1.928 0.019
C -1.629 -2.300 1.134
N -0.284 -0.580 0.216
Si -0.880 0.668 -0.838
N 0.596 1.917 -0.492
Si 0.384 3.472 -1.163
Si 1.916 1.582 0.698
H 0.551 -3.346 0.889
H -0.208 -3.702 -0.662
H 0.985 -2.556 -0.687
H -2.555 -1.599 1.135
H -1.803 -3.332 0.871
H -1.022 -2.244 2.049
H -0.067 -0.320 1.106
H -2.341 1.130 -0.622
H -0.581 0.372 -2.146
H -0.431 3.379 -2.342
H -0.233 4.130 0.001
H 1.731 3.790 -1.554
H 1.143 1.663 1.864
H 2.496 0.163 0.508
H 2.759 2.615 0.090
```

***

Table of relative energy (zero: lowest compared OMol25 entry of this formula, charge and spin) (kcal/mol), in record order: 29.5 65.2 0.0